Entry from OMol25: C13H21Br2FO6 in the gas phase (the ωB97M-V functional and the def2-TZVPD basis).

As for the highest occupied orbital energy: -7.5 eV. Its frontier orbital gap is 7.751 eV.

Each line ends with the Löwdin charge.
Atoms and positions in Å:
1 C -0.352 2.105 2.932  -0.04
2 C -1.924 1.935 2.875  -0.36
3 O -2.344 1.123 3.990  -0.06
4 C -2.366 1.275 1.514  -0.14
5 O -1.394 0.319 1.099  -0.10
6 C -1.195 0.327 -0.302  -0.26
7 O -0.531 1.575 -0.621  -0.02
8 C 0.880 1.408 -0.498  -0.51
9 O 1.777 2.288 -0.752  -0.31
10 C 1.091 -0.088 -0.020  -0.18
11 F 2.359 -0.562 -0.394  0.00
12 C -0.099 -0.698 -0.807  -0.16
13 C -0.417 -2.220 -0.801  -0.11
14 C 0.516 -3.139 0.063  -0.17
15 C -0.320 -3.933 1.165  -0.09
16 C -0.541 -2.985 2.391  -0.47
17 O 0.305 -2.319 2.891  0.13
18 O -1.868 -2.917 2.873  0.04
19 H -0.047 2.833 3.721  0.09
20 H 0.011 2.479 1.943  0.08
21 H 0.108 1.103 3.137  0.09
22 H -2.360 2.963 3.004  0.14
23 H -1.660 1.148 4.675  0.09
24 H -2.538 2.111 0.796  0.14
25 H -3.370 0.815 1.723  0.14
26 H -2.174 0.127 -0.798  0.18
27 H 1.018 -0.170 1.095  0.16
28 H 0.088 -0.371 -1.862  0.13
29 H -1.481 -2.442 -0.502  0.12
30 H -0.350 -2.581 -1.863  0.12
31 H 1.336 -2.633 0.617  0.10
32 H 0.992 -3.924 -0.582  0.12
33 H -1.310 -4.173 0.714  0.11
34 H 0.214 -4.876 1.418  0.12
35 H -2.235 -2.132 2.424  0.10
36 Br 1.679 1.848 -2.529  1.20
37 C 2.846 2.395 -4.063  -0.55
38 C 2.297 1.937 -5.399  -0.70
39 Br 2.614 0.033 -5.675  0.59
40 H 3.839 2.001 -3.852  0.05
41 H 2.872 3.486 -4.018  0.06
42 H 2.810 2.432 -6.225  0.05
43 H 1.226 2.097 -5.499  0.05

Entry from OMol25: a molecular structure, C13H21Br2RuS9 (the ωB97M-V functional and the def2-TZVPD basis).

Its expectation value of S² is 0.7655. The calculation puts the energy above the lowest of the compared OMol25 structures with the same formula, charge and spin at 88.5 kcal per mole. The spin multiplicity is 2. As for the highest occupied orbital energy (spin up / spin down): -12.4 / -12.4 eV. As for the net charge: +2. Its frontier orbital gap (spin up / spin down) is 4.155 / 4.135 eV.

Each line ends with the Löwdin charge.
Atoms and positions in Å:
1 Ru 0.272 0.132 -0.329  0.25
2 C 3.653 1.074 0.357  -0.48
3 C 3.044 1.029 1.742  -0.45
4 S 1.246 1.381 1.733  0.91
5 C 0.681 0.246 3.049  -0.47
6 C -0.814 0.049 2.970  -0.46
7 S -1.427 -0.760 1.461  0.80
8 C -1.199 -2.544 1.748  -0.46
9 C 0.210 -3.080 1.587  -0.47
10 S 0.968 -2.530 0.021  0.87
11 C 2.708 -2.417 0.564  -0.49
12 C 3.527 -1.690 -0.479  -0.47
13 S 2.916 -0.026 -0.887  0.81
14 H 4.716 0.837 0.404  0.10
15 H 3.540 2.067 -0.080  0.07
16 H 3.504 1.811 2.347  0.10
17 H 3.205 0.075 2.239  0.08
18 H 0.930 0.706 4.007  0.11
19 H 1.229 -0.690 2.952  0.06
20 H -1.328 1.011 2.969  0.09
21 H -1.170 -0.536 3.818  0.11
22 H -1.870 -2.996 1.016  0.09
23 H -1.577 -2.758 2.748  0.10
24 H 0.176 -4.169 1.561  0.10
25 H 0.859 -2.775 2.406  0.08
26 H 3.083 -3.432 0.692  0.10
27 H 2.733 -1.909 1.527  0.06
28 H 3.494 -2.225 -1.429  0.09
29 H 4.568 -1.599 -0.170  0.10
30 Br -0.159 -0.323 -3.061  0.68
31 C 1.034 1.139 -3.545  -0.92
32 Br 1.119 2.439 -2.118  0.65
33 H 0.655 1.620 -4.438  0.02
34 H 2.023 0.723 -3.693  0.00
35 C -2.704 3.102 -3.571  -0.38
36 S -4.294 3.292 -2.723  0.92
37 C -4.423 1.887 -1.718  -0.95
38 C -3.445 1.190 -1.008  -1.08
39 S -1.855 1.715 -0.790  0.59
40 S -4.015 -0.273 -0.225  0.85
41 C -5.698 -0.114 -0.630  -1.46
42 S -6.816 -1.205 -0.182  0.69
43 S -6.051 1.302 -1.579  0.98
44 H -1.915 3.606 -3.021  0.01
45 H -2.844 3.575 -4.541  0.05
46 H -2.491 2.045 -3.699  0.03

Entry from OMol25: a molecular structure, C13H21F5LaN2O5S (the ωB97M-V functional and the def2-TZVPD basis).

As for the highest occupied orbital energy: -16.5 eV. As for the net charge: +3. Its frontier orbital gap is 1.508 eV.

Each line ends with the Löwdin charge.
Atoms and positions in Å:
1 N -3.037 -0.246 -2.794  -0.15
2 C -3.318 0.309 -1.434  -0.18
3 C -1.965 0.681 -0.749  -0.13
4 C -1.287 -0.612 -0.285  -0.09
5 C -0.047 -0.486 0.637  -0.38
6 C -0.263 0.434 1.864  -0.07
7 C 0.975 1.237 2.320  -0.13
8 C 1.095 1.318 3.877  -0.18
9 N 2.078 2.330 4.191  0.17
10 C 0.122 -1.919 1.176  -0.05
11 C 1.375 -2.021 2.032  -0.31
12 C 1.135 -2.305 3.463  -0.05
13 O 1.632 -3.259 2.522  0.06
14 O 1.160 -0.267 -0.114  0.05
15 C 1.169 0.850 -0.823  -0.48
16 O 0.645 1.899 -0.574  0.15
17 S 2.192 0.742 -2.387  0.81
18 O 3.127 -0.321 -2.338  -0.19
19 O 2.777 2.022 -2.532  -0.20
20 C 1.002 0.563 -3.818  -0.48
21 F 1.672 0.998 -4.870  0.18
22 F -0.099 1.332 -3.681  0.11
23 C 0.628 -0.911 -4.107  -0.57
24 F 1.669 -1.584 -4.534  0.24
25 F 0.138 -1.469 -2.983  0.15
26 F -0.319 -0.936 -5.058  0.16
27 H -2.821 0.519 -3.468  -0.01
28 H -3.871 -0.789 -3.137  -0.08
29 H -3.794 -0.428 -0.801  0.14
30 H -3.916 1.252 -1.486  0.13
31 H -2.216 1.386 0.028  0.13
32 H -1.380 1.128 -1.544  0.09
33 H -1.052 -1.258 -1.122  0.11
34 H -2.010 -1.169 0.307  0.14
35 H -1.073 1.142 1.750  0.12
36 H -0.555 -0.196 2.695  0.12
37 H 0.867 2.246 1.940  0.11
38 H 1.920 0.882 1.925  0.12
39 H 0.152 1.629 4.310  0.14
40 H 1.473 0.395 4.302  0.12
41 H 1.815 3.224 3.777  0.13
42 H 2.974 2.091 3.771  0.13
43 H -0.700 -2.189 1.821  0.13
44 H 0.288 -2.611 0.357  0.15
45 H 2.192 -1.378 1.782  0.15
46 H 1.915 -2.142 4.185  0.13
47 H 0.125 -2.504 3.774  0.12
48 La -4.589 0.392 -4.168  2.23

no.,largest force on an atom (eV/A)
1,11.1
2,1.7
3,11.1